Computed, not measured: a cluster of 2 separate species, C6H14N3 in total in a non-equilibrium geometry, with ωB97M-V/def2-TZVPD.

Geometry as XYZ:
```
23
Properties=species:S:1:pos:R:3
C -0.488 1.154 -0.344
C -0.718 0.009 0.549
C 1.429 -0.323 0.262
C -3.738 -0.834 -0.194
C 1.745 -1.323 -0.883
C 2.555 0.009 1.220
N -3.069 0.252 0.367
N 0.283 -0.704 0.889
N 1.025 1.213 -0.392
H -0.789 0.755 -1.363
H -0.926 2.089 -0.043
H -3.781 -1.718 0.393
H -3.245 -0.804 -1.121
H -4.629 -0.347 -0.221
H 2.856 -1.560 -1.106
H 1.148 -1.059 -1.742
H 1.506 -2.319 -0.630
H 2.499 -0.772 2.025
H 2.567 0.994 1.657
H 3.466 -0.133 0.641
H -3.160 0.336 1.405
H 1.616 1.489 -1.283
H 1.183 1.924 0.466
```

Output
**Multiplicity**: 1
**Highest occupied orbital energy (spin up / spin down)**: -13.18 / -13.13 eV
**Charge**: +1
**ΔE to the lowest compared entry with this formula, charge and spin**: 603.4 kJ/mol
**Gap between HOMO and LUMO (spin up / spin down)**: 9.55 / 8.72 eV

***

Computed, not measured: a structure of composition C4H6N3 in a non-equilibrium geometry, with ωB97M-V/def2-TZVPD.

Geometry as XYZ:
```
13
Properties=species:S:1:pos:R:3
C 1.760 -0.986 0.011
C 0.863 0.049 0.145
C -1.552 0.544 0.753
C -1.417 0.593 -0.716
N 2.813 -0.172 -0.068
N 3.324 0.748 0.042
N -0.506 -0.384 0.037
H 1.555 -2.039 -0.237
H -1.115 1.458 1.172
H -2.394 0.109 1.321
H -1.836 0.014 -1.494
H -0.699 1.403 -0.982
H -0.796 -1.338 0.015
```

Output
**Multiplicity**: 1
**Highest occupied orbital energy**: -13.90 eV
**Charge**: +1
**ΔE to the lowest compared entry with this formula, charge and spin**: 592.6 kJ/mol
**Gap between HOMO and LUMO**: 9.70 eV

***

Computed, not measured: a structure of composition C47H52BFeGeN6P in a non-equilibrium geometry, with ωB97M-V/def2-TZVPD.

Geometry as XYZ:
```
109
Properties=species:S:1:pos:R:3
Fe -0.134 0.137 -0.396
C 4.631 -2.830 -1.887
C 3.656 -2.433 -0.835
C 3.635 -2.815 0.488
C 2.537 -2.147 1.047
N 1.928 -1.415 0.112
N 2.613 -1.602 -1.031
B 2.177 -1.045 -2.389
N 2.201 0.498 -2.336
N 1.590 1.221 -1.388
C 1.963 2.499 -1.536
C 2.852 2.587 -2.619
C 2.976 1.299 -3.098
C 3.804 0.840 -4.244
C 1.522 3.574 -0.659
C 2.181 4.805 -0.664
C 1.784 5.822 0.182
C 0.736 5.625 1.063
C 0.068 4.413 1.072
C 0.444 3.404 0.208
N 0.795 -1.633 -2.753
N -0.301 -1.540 -1.985
C -1.291 -2.203 -2.600
C -0.792 -2.760 -3.790
C 0.532 -2.380 -3.846
C 1.515 -2.714 -4.911
C -2.660 -2.286 -2.106
C -2.991 -1.975 -0.787
C -4.296 -2.063 -0.342
C -5.304 -2.454 -1.206
C -4.995 -2.748 -2.524
C -3.689 -2.662 -2.969
C 2.161 -2.328 2.453
C 2.227 -1.304 3.390
C 1.924 -1.548 4.717
C 1.578 -2.822 5.132
C 1.552 -3.859 4.213
C 1.841 -3.614 2.886
H 5.398 -3.465 -1.449
H 5.103 -1.949 -2.320
H 4.130 -3.380 -2.682
H 4.323 -3.465 0.990
H 2.941 -1.388 -3.214
H 3.327 3.462 -3.012
H 4.304 1.698 -4.685
H 3.179 0.365 -4.998
H 4.555 0.120 -3.924
H 3.012 4.968 -1.333
H 2.294 6.774 0.149
H 0.438 6.415 1.737
H -0.753 4.262 1.757
H -0.114 2.466 0.172
H -1.303 -3.368 -4.507
H 1.025 -3.323 -5.667
H 2.354 -3.272 -4.498
H 1.900 -1.810 -5.377
H -2.207 -1.660 -0.111
H -4.530 -1.826 0.687
H -6.323 -2.528 -0.856
H -5.779 -3.043 -3.206
H -3.465 -2.877 -4.003
H 2.550 -0.322 3.086
H 1.967 -0.740 5.435
H 1.343 -3.016 6.167
H 1.303 -4.860 4.535
H 1.823 -4.416 2.163
C -2.576 0.549 2.219
P -0.850 -0.012 1.868
C -1.000 -1.701 2.582
C -0.822 -2.738 1.671
C -1.140 -4.038 2.010
C -1.599 -4.324 3.283
C -1.722 -3.306 4.214
C -1.437 -1.997 3.867
C 0.055 1.109 3.007
C 1.262 1.585 2.496
C 1.960 2.591 3.134
C 1.452 3.149 4.296
C 0.255 2.685 4.815
C -0.443 1.672 4.177
H -2.623 1.630 2.100
H -2.893 0.265 3.222
H -3.243 0.092 1.491
H -0.421 -2.514 0.690
H -1.033 -4.827 1.281
H -1.844 -5.340 3.559
H -2.061 -3.533 5.213
H -1.551 -1.212 4.599
H 1.629 1.165 1.562
H 2.886 2.958 2.716
H 1.984 3.946 4.794
H -0.145 3.131 5.714
H -1.387 1.347 4.590
C -3.467 3.516 -0.086
Ge -2.694 2.828 -1.788
C -1.582 4.291 -2.538
C -4.297 2.654 -2.993
C -1.767 1.123 -1.693
H -3.974 4.457 -0.284
H -2.699 3.706 0.656
H -4.196 2.830 0.337
H -0.972 3.938 -3.364
H -2.215 5.094 -2.905
H -0.918 4.702 -1.785
H -4.808 3.609 -3.049
H -4.996 1.914 -2.612
H -4.018 2.356 -3.999
H -1.339 0.930 -2.681
H -2.513 0.352 -1.481
```

Output
**Multiplicity**: 5
**Highest occupied orbital energy (spin up / spin down)**: -6.85 / -7.46 eV
**ΔE to the lowest compared entry with this formula, charge and spin**: 0.0 kJ/mol
**Gap between HOMO and LUMO (spin up / spin down)**: 7.34 / 7.79 eV

***

Computed, not measured: a structure of composition C35H56BCl2F2N2O2Ti in a non-equilibrium geometry, with ωB97M-V/def2-TZVPD.

Geometry as XYZ:
```
101
Properties=species:S:1:pos:R:3
Ti 0.733 -1.511 -2.050
C 3.490 -3.993 -1.462
N 3.003 -2.833 -0.736
C 4.104 -1.890 -0.612
C 2.461 -3.225 0.561
C 0.975 -3.594 0.473
N 0.122 -2.422 0.329
C -1.280 -2.817 0.136
C -2.156 -1.616 -0.123
C -3.086 -1.185 0.805
C -3.858 -0.056 0.574
C -3.730 0.567 -0.668
C -2.842 0.161 -1.642
C -1.971 -0.921 -1.338
O -1.064 -1.335 -2.180
C -2.813 0.800 -3.028
C -1.414 1.339 -3.354
C -3.221 -0.276 -4.045
C -3.798 1.967 -3.177
C -4.828 0.523 1.592
C -6.253 0.451 1.024
C -4.798 -0.244 2.918
C -4.445 1.982 1.884
C 0.198 -1.576 1.517
C 1.145 -0.403 1.518
C 1.387 0.143 2.765
C 2.036 1.356 2.926
C 2.449 1.991 1.760
C 2.260 1.479 0.489
C 1.592 0.224 0.328
O 1.400 -0.326 -0.834
C 2.715 2.286 -0.726
C 3.787 1.513 -1.499
C 1.511 2.524 -1.642
C 3.310 3.655 -0.363
C 2.201 1.952 4.317
C 3.079 1.030 5.173
C 2.853 3.336 4.283
C 0.818 2.105 4.968
H 4.394 -4.416 -0.986
H 3.738 -3.692 -2.479
H 2.726 -4.767 -1.500
H 4.979 -2.350 -0.120
H 3.791 -1.023 -0.036
H 4.389 -1.566 -1.613
H 2.570 -2.387 1.252
H 3.020 -4.087 0.975
H 0.697 -4.155 1.389
H 0.814 -4.247 -0.389
H -1.647 -3.365 1.027
H -1.335 -3.490 -0.724
H -3.184 -1.755 1.719
H -4.372 1.408 -0.874
H -0.665 0.542 -3.325
H -1.139 2.109 -2.636
H -1.412 1.779 -4.350
H -2.594 -1.155 -3.938
H -3.118 0.104 -5.061
H -4.257 -0.570 -3.879
H -3.568 2.778 -2.489
H -4.826 1.646 -3.017
H -3.727 2.359 -4.191
H -6.505 -0.582 0.794
H -6.336 1.032 0.111
H -6.975 0.835 1.743
H -5.095 -1.281 2.773
H -5.492 0.209 3.625
H -3.802 -0.216 3.355
H -4.475 2.585 0.982
H -3.435 2.027 2.286
H -5.127 2.420 2.611
H 0.404 -2.192 2.413
H -0.792 -1.129 1.656
H 1.022 -0.394 3.633
H 2.950 2.936 1.853
H 3.365 0.608 -1.924
H 4.622 1.254 -0.849
H 4.166 2.119 -2.318
H 1.133 1.567 -1.999
H 1.805 3.123 -2.503
H 0.721 3.042 -1.100
H 4.213 3.547 0.236
H 2.596 4.275 0.175
H 3.582 4.174 -1.281
H 4.063 0.928 4.721
H 2.640 0.039 5.254
H 3.196 1.440 6.176
H 3.854 3.285 3.862
H 2.932 3.735 5.293
H 2.255 4.027 3.696
H 0.328 1.144 5.086
H 0.183 2.734 4.348
H 0.908 2.566 5.950
Cl -0.393 -2.313 -4.646
C 0.307 -1.932 -6.151
Cl 2.324 -0.864 -3.629
H 0.704 -0.928 -6.183
H 0.981 -2.699 -6.499
F 1.530 -4.231 -3.651
B 0.680 -3.458 -2.916
F -0.385 -4.284 -2.604
```

Output
**Multiplicity**: 3
**Highest occupied orbital energy (spin up / spin down)**: -3.33 / -4.54 eV
**Charge**: -1
**ΔE to the lowest compared entry with this formula, charge and spin**: 184.4 kJ/mol
**Gap between HOMO and LUMO (spin up / spin down)**: 5.73 / 6.61 eV

***

Computed, not measured: a structure of composition C19H20AlBCl4F3MgNO15 in a non-equilibrium geometry, with ωB97M-V/def2-TZVPD.

Geometry as XYZ:
```
65
Properties=species:S:1:pos:R:3
O -0.498 5.939 -3.765
C -1.743 5.725 -4.238
O -2.465 6.895 -4.761
C -2.370 4.185 -4.142
C -1.427 3.405 -3.004
C -1.775 3.423 -1.376
C -0.794 2.663 -0.255
F -1.084 2.637 1.210
C 0.540 1.926 -0.860
C 0.882 1.897 -2.493
C -0.078 2.625 -3.606
C 2.307 1.070 -2.648
O 2.882 0.508 -3.714
N 2.801 1.068 -1.217
O 4.024 1.568 -0.968
B 4.141 2.988 -1.352
O 3.789 4.145 -0.473
O 4.613 3.316 -2.742
C 1.773 1.109 -0.108
O 1.822 0.583 1.136
H -1.893 7.696 -4.500
H -3.492 4.173 -3.797
H -2.204 3.629 -5.179
H -2.741 4.011 -1.039
H 0.194 2.609 -4.747
H 2.785 4.291 -0.600
H 3.812 3.510 -3.336
Mg -3.111 6.754 -2.762
F -1.464 -0.205 -1.478
C -1.488 -1.324 -0.742
C -0.587 -1.473 0.306
C -0.615 -2.636 1.076
C -1.538 -3.642 0.781
C -2.436 -3.485 -0.276
C -2.415 -2.317 -1.038
H 0.129 -0.684 0.514
H 0.080 -2.759 1.902
H -1.557 -4.551 1.379
H -3.151 -4.272 -0.506
H -3.111 -2.175 -1.858
F -2.586 0.446 0.714
C -4.969 -6.953 0.611
Cl -5.131 -5.874 2.002
Cl -3.333 -6.889 -0.056
H -5.185 -7.976 0.927
H -5.680 -6.647 -0.160
O 1.221 -4.682 5.204
Cl 0.019 -4.042 4.708
O -1.081 -4.987 4.740
O 0.235 -3.599 3.344
O -0.301 -2.900 5.542
Al 4.483 3.105 -4.870
C 4.392 0.377 3.386
C 4.355 0.846 4.831
O 4.587 2.074 5.005
O 4.096 -0.058 5.674
H 4.621 1.203 2.706
H 5.160 -0.393 3.265
H 3.421 -0.042 3.107
O 2.524 -4.369 0.748
H 1.960 -4.198 1.517
H 2.590 -3.506 0.311
Cl 3.811 0.191 7.740
O -5.833 -2.508 2.137
H -5.912 -3.444 2.146
```

Output
**Multiplicity**: 1
**Highest occupied orbital energy**: -7.35 eV
**Gap between HOMO and LUMO**: 2.36 eV

***

Computed, not measured: a structure of composition C24H47AuN4O2Si5Te, with ωB97M-V/def2-TZVPD.

Geometry as XYZ:
```
84
Properties=species:S:1:pos:R:3
Au 1.290 0.893 -0.272
O 0.617 1.582 1.686
N 1.489 1.951 2.577
N 2.661 1.489 2.428
O 3.045 0.716 1.476
C 3.635 1.927 3.393
C 3.246 2.338 4.662
C 4.216 2.734 5.566
C 5.559 2.723 5.211
C 5.930 2.316 3.938
C 4.970 1.910 3.025
H 2.198 2.350 4.921
H 3.924 3.047 6.560
H 6.313 3.026 5.925
H 6.973 2.309 3.651
H 5.237 1.592 2.028
C 0.337 -1.482 -2.756
C 1.416 -0.515 -3.131
C 2.084 -0.603 -4.331
C 3.125 0.304 -4.596
C 3.464 1.260 -3.680
C 2.732 1.343 -2.466
N 1.728 0.445 -2.246
N 2.876 2.197 -1.465
Si 4.196 3.253 -1.145
C 3.675 4.344 0.298
C 5.770 2.279 -0.731
C 4.640 4.395 -2.599
H 0.033 -2.068 -3.620
H -0.530 -0.958 -2.350
H 0.708 -2.159 -1.982
H 1.819 -1.375 -5.038
H 3.658 0.236 -5.536
H 4.271 1.959 -3.854
H 3.293 3.756 1.135
H 2.886 5.036 -0.004
H 4.522 4.932 0.661
H 5.526 1.352 -0.206
H 6.447 2.862 -0.101
H 6.316 2.005 -1.636
H 3.788 4.567 -3.260
H 5.454 3.980 -3.198
H 4.970 5.367 -2.225
C -3.229 -2.535 3.515
Si -4.137 -1.544 2.183
C -4.288 0.265 2.715
C -5.888 -2.252 2.043
Si -2.851 -1.595 0.176
Te -0.525 -0.928 0.977
Si -2.603 -3.873 -0.501
C -2.030 -4.182 -2.281
C -1.383 -4.732 0.661
C -4.299 -4.698 -0.341
Si -3.859 -0.247 -1.482
C -3.187 -0.422 -3.243
C -3.810 1.581 -1.009
C -5.680 -0.768 -1.558
H -3.677 -2.376 4.499
H -2.178 -2.243 3.574
H -3.267 -3.606 3.303
H -4.674 0.348 3.734
H -4.970 0.809 2.058
H -3.319 0.769 2.682
H -6.412 -2.153 2.997
H -5.884 -3.310 1.781
H -6.480 -1.729 1.289
H -0.946 -4.115 -2.377
H -2.472 -3.473 -2.984
H -2.330 -5.184 -2.594
H -0.408 -4.239 0.638
H -1.236 -5.778 0.385
H -1.738 -4.703 1.694
H -5.048 -4.186 -0.950
H -4.649 -4.689 0.693
H -4.260 -5.739 -0.669
H -2.204 0.035 -3.367
H -3.871 0.071 -3.938
H -3.110 -1.468 -3.547
H -2.787 1.952 -0.916
H -4.311 1.751 -0.054
H -4.318 2.183 -1.765
H -5.792 -1.823 -1.818
H -6.211 -0.183 -2.313
H -6.182 -0.607 -0.602
```

Output
**Multiplicity**: 3
**Highest occupied orbital energy (spin up / spin down)**: -7.40 / -7.50 eV
**ΔE to the lowest compared entry with this formula, charge and spin**: 63.1 kJ/mol
**Gap between HOMO and LUMO (spin up / spin down)**: 7.79 / 5.24 eV

***

M list, top to bottom, in g mol⁻¹: 128.199; 96.113; 871.216; 704.426; 763.266; 888.663
E_tot list, top to bottom, in Eh: -400.82047; -319.80590; -5857.66277; -3621.90632; -4525.74315; -3163.37624